Entry from OMol25: a structure of composition C35H35Br2N6O4S3Ti at a distorted geometry (ωB97M-V with the def2-TZVPD basis set).

Calculated values
Gap between HOMO and LUMO = 7.65 eV
Highest occupied orbital energy = -10.60 eV
Electronic energy = -249699.199 eV
E_LUMO = -2.9475 eV
Energy relative to the best compared isomer or geometry (same formula, charge and spin) = 0.931 eV
Net charge = +1

Element x y z (Å)
Ti: -0.128429 -0.906889 0.197620
C: -1.352850 1.246708 3.902336
C: -1.318699 0.343148 2.708099
N: -0.296968 0.313856 1.912266
N: 0.741383 1.193050 2.263462
C: 1.877338 0.817655 1.807478
S: 2.164402 -0.691317 0.950642
S: 3.201236 1.955442 2.068674
C: 4.309497 0.866886 3.045409
C: 3.731884 0.533289 4.390180
C: 2.968372 -0.617689 4.559939
C: 2.381466 -0.898929 5.787317
C: 2.552917 -0.030680 6.856095
C: 3.312984 1.121650 6.692343
C: 3.895522 1.401047 5.465819
C: -2.447676 -0.554989 2.447823
C: -3.724937 -0.266242 2.934272
C: -4.777018 -1.129044 2.711603
C: -4.550571 -2.325656 2.035587
C: -3.287505 -2.644263 1.572724
C: -2.247146 -1.745695 1.751056
O: -1.011023 -2.032141 1.262399
H: -0.354917 1.379934 4.306549
H: -1.716130 2.235196 3.607317
H: -2.013877 0.843353 4.664662
H: 4.504869 -0.024431 2.451355
H: 5.227335 1.447882 3.126951
H: 2.841162 -1.303554 3.729573
H: 1.795205 -1.801134 5.909419
H: 2.107461 -0.255353 7.816568
H: 3.453170 1.801789 7.522713
H: 4.480651 2.305379 5.338979
H: -3.890443 0.658804 3.470861
H: -5.767693 -0.881631 3.066620
H: -5.366594 -3.016881 1.870534
H: -3.099307 -3.581431 1.065022
Br: -0.563129 -4.099181 -4.215740
C: -1.993685 -2.905685 -3.860265
C: -3.021249 -2.795577 -4.792665
C: -4.040653 -1.901856 -4.518957
C: -3.988607 -1.150061 -3.352409
C: -2.908842 -1.342351 -2.512816
N: -1.928105 -2.215201 -2.749850
C: -2.796907 -0.498763 -1.282084
O: -3.719512 0.115051 -0.825347
O: -1.559155 -0.439019 -0.770060
H: -3.010545 -3.393133 -5.692270
H: -4.865456 -1.788853 -5.210682
H: -4.753757 -0.434719 -3.086760
Br: 2.094845 -7.112200 -1.769375
C: 1.501100 -5.388577 -1.344301
C: 2.367056 -4.313452 -1.414767
C: 1.888640 -3.065699 -1.072210
N: 0.624122 -2.845938 -0.682304
C: -0.208090 -3.898467 -0.660071
C: 0.184903 -5.179801 -0.970488
H: 3.393925 -4.432322 -1.726985
H: 2.539642 -2.204931 -1.117723
H: -1.230045 -3.700772 -0.382054
H: -0.524060 -5.993607 -0.929997
C: -0.165211 3.045215 -6.078256
C: 0.634612 2.764596 -4.849672
C: 1.348133 3.688109 -4.151055
C: 1.993098 3.267278 -2.969822
N: 1.905029 2.032436 -2.505264
C: 1.230397 1.092331 -3.213305
S: 1.080919 -0.512262 -2.758524
N: 0.629576 1.495827 -4.382188
C: 2.819255 4.225120 -2.172294
H: -0.207128 4.113261 -6.271499
H: -1.181864 2.667562 -5.960426
H: 0.277411 2.551900 -6.946063
H: 1.387935 4.716826 -4.476043
H: 0.132300 0.770214 -4.882782
H: 2.493876 5.255042 -2.309840
H: 3.855730 4.153029 -2.511737
H: 2.801214 3.952931 -1.118586
C: -0.245743 3.710267 0.044242
C: -0.757209 2.418599 -0.558305
O: 0.221686 1.382537 -0.464240
H: -1.048798 4.447617 0.093590
H: 0.560480 4.135328 -0.561127
H: 0.134073 3.533179 1.051518
H: -1.035065 2.556274 -1.609265
H: -1.639437 2.057553 -0.032693
H: 1.097226 1.707225 -0.736451

Atomic forces in eV per Å
Ti 1.6 0.6 -0.4
C -0.1 0.0 0.0
C 0.0 -0.1 0.0
N 0.1 0.4 0.4
N -0.2 -0.3 -0.2
C 0.1 -0.2 0.2
S -0.1 0.4 0.0
S 0.1 -0.1 0.1
C -0.1 0.0 -0.1
C -0.1 0.1 -0.1
C 0.0 -0.1 0.0
C 0.0 0.0 0.0
C 0.0 0.0 0.0
C 0.0 0.0 0.0
C 0.0 0.0 0.0
C 0.1 0.2 0.1
C 0.0 0.0 0.0
C 0.0 0.0 0.0
C 0.0 0.0 0.0
C -0.1 -0.1 -0.1
C 0.3 -0.1 0.1
O -0.8 -0.5 0.2
H 0.0 0.0 0.0
H 0.0 0.0 0.0
H 0.0 0.0 0.0
H 0.1 0.0 0.0
H 0.0 -0.1 0.0
H 0.0 0.0 0.0
H 0.0 0.0 0.0
H 0.0 0.0 0.0
H 0.0 0.0 0.0
H 0.0 0.0 0.0
H 0.0 0.0 0.0
H 0.0 0.0 0.0
H 0.0 0.0 0.0
H 0.0 0.0 0.0
Br 0.0 0.0 -0.1
C 0.0 0.0 -0.1
C 0.0 0.0 0.0
C 0.0 0.0 0.0
C -0.1 -0.1 0.0
C 0.1 0.0 0.0
N 0.0 0.0 0.0
C 0.5 0.2 0.3
O -0.1 0.1 0.0
O -1.4 -0.1 -0.6
H 0.0 0.0 0.0
H 0.0 0.0 0.0
H 0.0 0.0 0.0
Br 0.0 -0.1 0.0
C 0.0 0.0 0.0
C 0.0 0.0 0.0
C -0.1 0.0 0.0
N 0.1 0.0 0.1
C 0.0 0.1 0.0
C 0.0 -0.1 0.0
H 0.0 0.0 0.0
H 0.0 0.0 0.0
H 0.0 0.0 0.0
H 0.0 0.0 0.0
C 0.1 -0.1 0.0
C -0.1 -0.1 -0.1
C 0.0 0.1 0.0
C 0.0 -0.1 0.2
N 0.0 0.0 -0.1
C 0.1 0.0 0.1
S -0.1 0.1 -0.2
N -0.1 0.0 -0.1
C 0.0 0.0 0.0
H 0.0 0.0 0.0
H 0.0 0.0 0.0
H 0.0 0.0 0.0
H 0.0 0.0 0.0
H 0.0 0.0 0.0
H 0.0 0.0 0.0
H 0.0 0.0 0.0
H 0.0 0.0 0.0
C 0.0 0.1 0.0
C 0.1 0.0 0.0
O 0.0 -0.4 0.4
H 0.0 0.0 0.0
H -0.1 0.0 0.1
H 0.0 0.0 0.0
H 0.0 0.0 0.0
H 0.0 0.0 0.0
H 0.0 -0.1 -0.2